(1)
ORCA calculation (the ωB97M-V functional and the def2-TZVPD basis) on one molecule with the formula C4H5Br at a distorted geometry.

Properties
Energy above the lowest of the compared OMol25 structures with the same formula, charge and spin ... 7.9 kcal/mol
Structure (SMILES) ... C=CC(=C)Br
E_HOMO ... -9.220 eV
LUMO ... 0.64 eV
M ... 133.0 g mol⁻¹

```
! RIJCOSX wB97M-V def2-TZVPD def2/J DEFGRID3
* xyz 0 1
C -1.53 0.93 -0.04
C -0.31 0.43 -0.10
C 0.00 -1.00 -0.06
C 1.21 -1.49 0.01
Br -1.41 -2.16 -0.44
H -1.80 1.95 0.34
H -2.19 0.10 0.03
H 0.57 1.06 -0.20
H 1.48 -2.51 -0.10
H 2.16 -1.02 0.10
*
```

For each atom in turn, the natural (NBO) charge in e is: atom 1 (C): -0.37, atom 2 (C): -0.24, atom 3 (C): -0.12, atom 4 (C): -0.38, atom 5 (Br): 0.06, atom 6 (H): 0.22, atom 7 (H): 0.20, atom 8 (H): 0.21, atom 9 (H): 0.21, atom 10 (H): 0.21

---

(2)
ORCA calculation (the ωB97M-V functional and the def2-TZVPD basis) on a 2-piece molecular cluster, C4H5Br3N2O3 overall at a distorted geometry.

Properties
E_HOMO (spin up / spin down) ... -6.657 / -9.546 eV
LUMO (spin up / spin down) ... 0.00 / -2.46 eV
M ... 368.8 g mol⁻¹
⟨S²⟩ ... 2.04

```
! RIJCOSX wB97M-V def2-TZVPD def2/J DEFGRID3
* xyz 0 3
C 2.17 1.24 -0.56
C 1.20 -0.80 0.10
C -1.85 -1.39 -0.03
C -1.13 -0.01 -0.13
N 0.15 -0.23 0.65
N 1.64 2.27 -0.31
O 0.77 3.00 -0.03
O 0.16 0.34 1.76
O -1.91 1.01 0.32
Br 3.71 0.54 -1.12
Br 2.45 -1.25 1.36
Br 1.06 -1.45 -1.59
H -1.06 -2.19 -0.26
H -2.46 -1.39 0.95
H -2.64 -1.43 -0.86
H -0.93 0.23 -1.21
H -1.31 1.51 0.97
*
```

For each atom in turn, the natural (NBO) charge in e is: atom 1 (C): -0.06, atom 2 (C): -0.14, atom 3 (C): -0.65, atom 4 (C): 0.23, atom 5 (N): -0.14, atom 6 (N): 0.16, atom 7 (O): -0.33, atom 8 (O): -0.33, atom 9 (O): -0.70, atom 10 (Br): 0.19, atom 11 (Br): 0.21, atom 12 (Br): 0.22, atom 13 (H): 0.21, atom 14 (H): 0.24, atom 15 (H): 0.22, atom 16 (H): 0.17, atom 17 (H): 0.50

---

(3)
ORCA calculation (the ωB97M-V functional and the def2-TZVPD basis) on a 2-piece molecular cluster, C4H5BrN2O overall at a distorted geometry.

Properties
Energy above the lowest of the compared OMol25 structures with the same formula, charge and spin ... 19.7 kcal/mol
Structure (SMILES) ... C=C(Br)C(N)=O.C#N
E_HOMO ... -9.708 eV
LUMO ... 0.38 eV
M ... 177.0 g mol⁻¹

```
! RIJCOSX wB97M-V def2-TZVPD def2/J DEFGRID3
* xyz 0 1
C -0.01 -0.16 1.66
C 0.56 -0.57 0.55
Br 2.18 0.33 0.00
C -0.22 -1.43 -0.37
N 0.20 -1.46 -1.66
O -1.14 -2.06 0.09
H -0.97 -0.76 2.00
H 0.42 0.54 2.39
H 0.61 -0.59 -1.87
H -0.34 -1.99 -2.31
C -0.53 2.42 -0.77
N -0.57 1.46 -1.43
H -0.43 3.24 -0.14
*
```

For each atom in turn, the natural (NBO) charge in e is: atom 1 (C): -0.34, atom 2 (C): -0.18, atom 3 (Br): 0.02, atom 4 (C): 0.61, atom 5 (N): -0.80, atom 6 (O): -0.60, atom 7 (H): 0.25, atom 8 (H): 0.22, atom 9 (H): 0.41, atom 10 (H): 0.41, atom 11 (C): 0.11, atom 12 (N): -0.34, atom 13 (H): 0.23